Record 1
Here is a cluster of 2 separate species, C2HBrClF in total from OMol25. Energies are from the ωB97M-V functional and the def2-TZVPD basis.

Atoms and positions in Å:
C: -0.644 -0.366 -0.603
C: -2.075 0.925 0.177
F: -2.006 2.059 -0.468
Cl: -3.552 0.111 0.055
Br: -0.941 -2.018 0.145
H: 0.452 -0.070 -0.484

Summary:
**Spin multiplicity**: 3
**E**: -3210.665919 hartree
**⟨S²⟩**: 2.01
**E_LUMO (spin up / spin down)**: 0.814 / -1.782 eV
**HOMO (spin up / spin down)**: -8.342 / -10.262 eV
**Energy above the lowest of the compared OMol25 structures with the same formula, charge and spin**: 1.0196 eV
**Kohn-Sham gap (spin up / spin down)**: 9.156 / 8.480 eV

---

Record 2
Here is a cluster of 2 separate species, C2HBrF2O in total from OMol25. Energies are from the ωB97M-V functional and the def2-TZVPD basis.

Atoms and positions in Å:
C: 0.911 0.105 1.396
C: -1.323 -0.437 -1.371
O: 1.403 -0.800 0.808
F: 1.740 0.854 2.223
F: -0.135 -0.514 -1.898
Br: -2.558 0.357 -2.501
H: -0.038 0.434 1.344

Summary:
**E**: -2925.680071 hartree
**E_LUMO**: -0.875 eV
**HOMO**: -10.068 eV
**Energy above the lowest of the compared OMol25 structures with the same formula, charge and spin**: 2.8051 eV
**Kohn-Sham gap**: 9.194 eV

---

Record 3
Here is a cluster of 2 separate species, C2HBrN2O2 in total from OMol25. Energies are from the ωB97M-V functional and the def2-TZVPD basis.

Atoms and positions in Å:
C: -0.858 1.364 0.487
C: -0.134 -2.383 -0.019
N: 0.233 1.554 -0.013
N: 1.163 2.225 -0.334
O: 0.715 -1.608 0.189
O: -0.840 -3.227 -0.226
Br: -2.273 0.265 -0.061
H: 1.994 1.811 -0.024

Summary:
**E**: -2910.728493 hartree
**E_LUMO (spin up / spin down)**: -0.317 / -0.316 eV
**HOMO (spin up / spin down)**: -9.123 / -9.123 eV
**Energy above the lowest of the compared OMol25 structures with the same formula, charge and spin**: 1.6636 eV
**Kohn-Sham gap (spin up / spin down)**: 8.807 / 8.807 eV

---

> Which of these has the lowest E?

C2HBrClF